one) Density functional theory data (the ωB97M-V functional and the def2-TZVPD basis) for C54H68BHfN5O3SSi as an isolated structure.

Geometry as ORCA input:
```
! wB97M-V def2-TZVPD RIJCOSX def2/J DEFGRID3
* xyz 0 1
Hf -0.0145 0.3192 0.9602
C 2.9906 -5.6411 0.5121
C 2.5450 -4.8506 1.7554
C 2.3556 -3.3657 1.5835
C 3.3508 -2.3920 1.6987
C 4.8285 -2.6177 1.8031
C 5.5387 -2.4143 0.4571
C 2.7169 -1.1525 1.6301
N 1.3373 -1.3363 1.4706
C 1.1530 -2.6758 1.4036
C -0.1327 -3.3538 1.0414
C -1.4200 -2.6067 1.2586
C -2.6748 -3.2032 1.3123
C -2.9842 -4.6763 1.2496
C -3.8007 -5.1149 0.0233
C -3.5979 -2.1645 1.5328
C -2.8668 -0.9865 1.6052
C -3.4272 0.2964 1.8645
C -2.7944 1.4676 2.0399
N -1.3931 1.6410 2.0073
C -1.1657 2.9232 2.4222
C 0.0717 3.5097 2.5800
C 1.2886 2.8597 2.3760
N 1.4234 1.5651 1.9876
C 2.8103 1.3126 1.9550
C 3.3620 0.0881 1.7928
C 3.5173 2.5243 2.2749
C 2.5846 3.4757 2.5474
C 2.7892 4.9092 2.9288
C 2.5197 5.8782 1.7711
C 5.0052 2.6731 2.2554
C 5.5422 2.8899 0.8343
C -2.4279 3.6051 2.6721
C -3.4181 2.7208 2.4227
C -4.8946 2.9484 2.4712
C -5.5023 3.1112 1.0715
C -2.5299 5.0369 3.0945
C -2.3284 6.0186 1.9336
N -1.5039 -1.2569 1.4361
C -5.0828 -2.3008 1.7139
C -5.4773 -2.7723 3.1194
H 3.5444 -6.5373 0.8006
H 3.6333 -5.0331 -0.1280
H 2.1457 -5.9701 -0.0942
H 3.2923 -4.9956 2.5388
H 1.6261 -5.2900 2.1536
H 5.0142 -3.6355 2.1544
H 5.2674 -1.9536 2.5526
H 5.1738 -3.1336 -0.2798
H 6.6207 -2.5403 0.5535
H 5.3400 -1.4156 0.0607
H -0.1953 -4.2437 1.6834
H -3.5262 -4.9633 2.1560
H -2.0551 -5.2448 1.2684
H -4.8655 -4.9151 0.1561
H -3.6903 -6.1878 -0.1531
H -3.4657 -4.5916 -0.8738
H -4.5052 0.3228 1.9687
H 0.1026 4.5350 2.9214
H 4.4438 0.0434 1.8564
H 3.8124 5.0478 3.2827
H 2.1380 5.1606 3.7712
H 3.2030 5.6861 0.9402
H 2.6509 6.9158 2.0854
H 1.4996 5.7654 1.3941
H 5.4703 1.7865 2.6906
H 5.2957 3.5137 2.8872
H 5.2857 2.0460 0.1907
H 6.6273 3.0061 0.8353
H 5.1031 3.7873 0.3923
H -5.1028 3.8431 3.0592
H -5.3806 2.1179 2.9892
H -5.0699 3.9779 0.5657
H -6.5833 3.2526 1.1254
H -5.3013 2.2336 0.4539
H -1.7866 5.2383 3.8707
H -3.5041 5.2125 3.5535
H -1.3382 5.8978 1.4854
H -2.4228 7.0530 2.2699
H -3.0716 5.8468 1.1506
H -5.4750 -2.9969 0.9713
H -5.5746 -1.3472 1.5121
H -5.0927 -3.7732 3.3235
H -6.5631 -2.8002 3.2375
H -5.0664 -2.1008 3.8762
C 2.2305 -1.0285 -4.7218
Si 1.0004 0.3550 -4.6562
C 0.1407 0.4804 -6.3135
C 1.8097 2.0033 -4.3256
C -0.3514 0.0239 -3.3793
C -1.6762 -0.1204 -3.7590
C -2.7063 -0.1974 -2.8170
C -2.3761 -0.0678 -1.4935
N -1.1054 0.0692 -1.0850
C -0.0945 0.0461 -1.9839
S 1.4831 0.0997 -1.2679
H 3.1000 -0.7544 -5.3284
H 1.7596 -1.9043 -5.1737
H 2.5722 -1.2928 -3.7176
H 0.8700 0.7248 -7.0933
H -0.6175 1.2707 -6.3101
H -0.3437 -0.4595 -6.5989
H 2.3573 2.3272 -5.2167
H 2.5064 1.9552 -3.4859
H 1.0518 2.7622 -4.1012
H -1.9296 -0.1512 -4.8135
H -3.7407 -0.3119 -3.1097
H -3.1301 -0.0637 -0.7170
O -0.9300 -4.8828 -0.9233
B -0.0287 -3.9513 -0.4094
O 1.0052 -3.7214 -1.3123
C 0.7744 -4.5867 -2.3601
C 1.5664 -4.8451 -3.4525
C 1.0909 -5.7974 -4.3566
C -0.1158 -6.4587 -4.1475
C -0.8904 -6.2101 -3.0135
C -0.4046 -5.2714 -2.1367
H 2.5100 -4.3359 -3.5990
H 1.6795 -6.0292 -5.2352
H -0.4545 -7.1909 -4.8699
H -1.8187 -6.7322 -2.8218
C 0.4062 4.5461 -1.5505
C -0.9690 4.0141 -1.9565
C -1.3278 3.1936 -0.7383
O -0.0945 2.5636 -0.3582
C 1.0234 3.3585 -0.8214
H 0.2898 5.3980 -0.8752
H 1.0194 4.8596 -2.3951
H -0.8939 3.3689 -2.8359
H -1.6980 4.7997 -2.1556
H -2.0696 2.4206 -0.9179
H -1.6761 3.8309 0.0792
H 1.6184 2.7333 -1.4818
H 1.6308 3.6480 0.0347
*
```

Results
Kohn-Sham gap = 0.1922 Ha
LUMO energy = -0.57 eV

Atom charges from the Löwdin analysis, given in e for atoms 1 to 8: 1.698, -0.067, -0.170, -0.135, -0.141, -0.185, -0.082, -0.269



two) Density functional theory data (the ωB97M-V functional and the def2-TZVPD basis) for C54H68BHfN5O3SSi as an isolated structure.

Geometry as ORCA input:
```
! wB97M-V def2-TZVPD RIJCOSX def2/J DEFGRID3
* xyz 0 1
Hf 0.2346 0.0098 -0.0584
C -4.9178 -4.0666 -0.6893
C -3.5853 -4.1639 -1.4316
C -2.4711 -3.4888 -0.6972
C -1.5581 -4.0425 0.1457
C -1.4104 -5.4750 0.5500
C -2.0826 -5.7887 1.8863
C -0.7633 -2.9543 0.6569
N -1.1498 -1.7575 0.1023
C -2.2130 -2.0695 -0.7082
C -2.9489 -1.1645 -1.4471
C -2.7873 0.2106 -1.4169
C -3.6253 1.1582 -2.1086
C -4.6932 0.8052 -3.0929
C -4.1121 0.4502 -4.4615
C -3.2220 2.3923 -1.7013
C -2.1164 2.1795 -0.7958
C -1.4854 3.1954 -0.1006
C -0.5274 3.0483 0.8832
N 0.0674 1.8657 1.2565
C 0.8058 2.1722 2.3637
C 1.5153 1.2513 3.1171
C 1.4698 -0.1166 2.9491
N 0.7373 -0.7667 1.9884
C 0.8667 -2.0992 2.2870
C 0.2016 -3.1155 1.6356
C 1.7570 -2.2992 3.4038
C 2.1250 -1.0610 3.8249
C 2.9769 -0.6925 4.9973
C 2.1548 -0.3569 6.2414
C 2.1174 -3.6308 3.9808
C 1.0356 -4.1907 4.9030
C 0.7243 3.5775 2.6726
C -0.1027 4.1277 1.7429
C -0.5800 5.5413 1.6494
C -1.9337 5.7546 2.3234
C 1.3908 4.2366 3.8381
C 0.6397 4.0196 5.1511
N -1.8516 0.8458 -0.6564
C -3.8209 3.7189 -2.0451
C -4.8300 4.1961 -1.0027
H -5.7219 -4.5402 -1.2537
H -5.1910 -3.0253 -0.5142
H -4.8540 -4.5533 0.2844
H -3.6874 -3.7316 -2.4310
H -3.3280 -5.2140 -1.5889
H -0.3485 -5.7325 0.5971
H -1.8355 -6.1102 -0.2306
H -1.6739 -5.1691 2.6854
H -1.9438 -6.8344 2.1618
H -3.1540 -5.5896 1.8383
H -3.7428 -1.5599 -2.0659
H -5.3884 1.6421 -3.1903
H -5.2877 -0.0308 -2.7125
H -3.5324 1.2853 -4.8608
H -4.8987 0.2079 -5.1772
H -3.4345 -0.4018 -4.3907
H -1.8300 4.2025 -0.2957
H 2.1070 1.6296 3.9403
H 0.4084 -4.1266 1.9592
H 3.6181 0.1550 4.7377
H 3.6552 -1.5192 5.2209
H 1.4682 0.4680 6.0479
H 2.7981 -0.0759 7.0762
H 1.5535 -1.2128 6.5494
H 3.0573 -3.5391 4.5302
H 2.3170 -4.3368 3.1691
H 0.8619 -3.5254 5.7497
H 1.3164 -5.1701 5.2911
H 0.0865 -4.2941 4.3749
H -0.6385 5.8426 0.6002
H 0.1633 6.2005 2.1045
H -2.6924 5.0987 1.8941
H -2.2714 6.7854 2.2100
H -1.8786 5.5315 3.3896
H 1.4847 5.3072 3.6414
H 2.4147 3.8622 3.9356
H -0.3694 4.4292 5.0927
H 1.1541 4.4990 5.9847
H 0.5447 2.9563 5.3755
H -4.3051 3.6486 -3.0223
H -3.0285 4.4609 -2.1686
H -5.6572 3.4906 -0.9125
H -5.2413 5.1709 -1.2677
H -4.3672 4.2783 -0.0182
C 2.0685 2.8972 -5.2784
Si 0.2673 2.3792 -5.2459
C -0.7822 3.6801 -4.3949
C -0.3356 2.1716 -7.0154
C 0.0426 0.7203 -4.3766
C -0.4117 -0.4031 -5.0484
C -0.6154 -1.6127 -4.3896
C -0.4147 -1.6556 -3.0279
N -0.0024 -0.5843 -2.3429
C 0.2819 0.5540 -2.9975
S 0.9628 1.7482 -1.9408
H 2.1858 3.7840 -5.9056
H 2.6937 2.1058 -5.6950
H 2.4388 3.1266 -4.2811
H -0.6266 4.6580 -4.8562
H -0.5278 3.7512 -3.3380
H -1.8441 3.4343 -4.4717
H -0.2440 3.1215 -7.5454
H -1.3841 1.8718 -7.0594
H 0.2524 1.4341 -7.5639
H -0.6121 -0.3478 -6.1125
H -0.9350 -2.5007 -4.9168
H -0.5691 -2.5590 -2.4575
O 3.0115 -2.1446 0.3249
B 1.8820 -1.7766 -0.4591
O 1.6256 -2.8862 -1.3202
C 2.4766 -3.8883 -0.9712
C 2.5416 -5.1788 -1.4507
C 3.5028 -6.0124 -0.8792
C 4.3502 -5.5585 0.1248
C 4.2753 -4.2504 0.6034
C 3.3227 -3.4357 0.0314
H 1.8766 -5.5210 -2.2318
H 3.5904 -7.0339 -1.2248
H 5.0826 -6.2354 0.5448
H 4.9278 -3.8902 1.3868
C 4.7163 2.7000 0.3542
C 5.0628 1.5847 1.3326
C 4.0811 0.5041 0.9109
O 2.8960 1.1962 0.4791
C 3.2008 2.5889 0.2987
H 5.1493 2.4926 -0.6261
H 5.0484 3.6865 0.6749
H 4.8656 1.9045 2.3594
H 6.0983 1.2525 1.2711
H 3.8040 -0.1808 1.7101
H 4.4661 -0.0871 0.0782
H 2.7366 3.1578 1.1101
H 2.7816 2.9215 -0.6491
*
```

Results
Kohn-Sham gap = 0.2107 Ha
LUMO energy = -0.84 eV

Atom charges from the Löwdin analysis, given in e for atoms 1 to 8: 1.571, -0.079, -0.187, -0.131, -0.117, -0.182, -0.075, -0.220



Which structure is the most stable? The one labeled one).



one) Density functional theory data (the ωB97M-V functional and the def2-TZVPD basis) for one molecule with the formula C2H2ClF2I.

Geometry as ORCA input:
```
! wB97M-V def2-TZVPD RIJCOSX def2/J DEFGRID3
* xyz 0 1
F 1.4923 2.2508 -0.6669
C 0.2247 1.8136 -0.3295
F -0.4716 2.1030 -1.5025
Cl -0.3677 2.7744 1.0172
C -0.3564 0.1993 0.0086
I -2.4805 0.2053 -0.0557
H 0.0955 -0.1429 0.9651
H 0.1802 -0.3424 -0.6845
*
```

Results
Kohn-Sham gap = 0.3661 Ha
LUMO energy = -0.04 eV
structure (SMILES) = FC(F)(Cl)CI

And the Löwdin charges, in e, turn out to be: 0.012, -0.883, -0.075, 0.665, -0.603, 0.830, 0.052, 0.002



two) Density functional theory data (the ωB97M-V functional and the def2-TZVPD basis) for a 2-piece molecular cluster, C2H2ClF2I overall.

Geometry as ORCA input:
```
! wB97M-V def2-TZVPD RIJCOSX def2/J DEFGRID3
* xyz 0 1
C -1.6702 0.7248 0.2186
C 1.2751 -0.7645 -0.3499
F -1.0939 1.7523 0.8079
F 1.4516 -1.2882 -1.5678
Cl 1.2015 -1.9854 0.8604
I 2.5509 0.8780 0.0224
H -1.6177 0.7025 -0.8531
H -2.0973 -0.0194 0.8614
*
```

Results
Kohn-Sham gap (alpha / beta) = 0.2710 / 0.3261 Ha
LUMO energy (alpha / beta) = -1.00 / 0.07 eV

And the Löwdin charges, in e, turn out to be: -0.049, -1.247, -0.054, -0.122, 0.573, 0.795, 0.051, 0.052



Which structure is the most stable? The one labeled one).